Entry 1:
Formula: C20H26N2O2SiSn
Source: the Open Molecules 2025 dataset
Level of theory: wB97M-V/def2-TZVPD

Summary:
Multiplicity = 1
Highest occupied orbital energy = -12.71 eV
Total charge = +2
Maximum force = 0.0674 Eh/bohr
Calculated total energy = -41920.630 eV
Frontier orbital gap = 3.38 eV

Last column: Löwdin charge in e.
CARTESIAN COORDINATES (ANGSTROEM)
C 0.50297 2.00060 3.77389  -0.18
C 0.99916 2.89611 2.76657  -0.15
C -0.12587 3.46888 2.09681  -0.18
H 2.04371 3.17183 2.63292  0.11
C -1.31194 2.92472 2.67737  -0.17
C -0.92173 2.01496 3.71231  -0.23
H -1.59589 1.55874 4.43641  0.10
H 1.09416 1.53655 4.55983  0.10
H -0.09219 4.24779 1.34472  0.11
H -2.34054 3.19213 2.42910  0.10
Sn 0.13420 0.73738 1.01697  1.28
C -1.25971 -3.76674 -0.64852  0.06
H -2.13490 -3.69499 -1.52537  0.30
H -0.29474 -3.87583 0.08823  0.27
H -0.53453 -3.64703 -1.47687  0.12
Si 0.56274 1.11628 -1.36529  0.64
C 1.60951 -0.22290 -2.29184  -0.33
C 2.65975 0.67444 -2.53413  -0.19
H 2.74283 1.63089 -1.99057  0.07
C 3.61107 0.41947 -3.50438  -0.06
H 4.32164 1.20703 -3.72114  0.12
C 3.62683 -0.79395 -4.18296  -0.04
H 4.39204 -0.98429 -4.94778  0.13
C 2.66305 -1.75570 -3.83976  -0.07
H 2.72690 -2.70659 -4.35007  0.11
C 1.66124 -1.50823 -2.87874  -0.09
H 0.97824 -2.32405 -2.62398  0.07
C -1.07174 1.07730 -2.28300  -0.39
C -0.96030 0.98486 -3.69566  -0.10
H -0.12480 0.48665 -4.18456  0.10
C -1.96390 1.54193 -4.49684  -0.06
H -1.75050 1.75546 -5.53184  0.11
C -3.18123 1.92805 -3.91985  -0.07
H -3.87943 2.53234 -4.50117  0.12
C -3.41864 1.66399 -2.57070  -0.08
H -4.37382 1.93419 -2.14890  0.11
C -2.40429 1.13458 -1.75517  -0.13
H -2.67427 0.74233 -0.76559  0.07
H -1.68179 -4.76186 -0.37536  0.13
H -1.77422 -2.99527 -0.08052  0.08
C 1.21255 -1.93373 5.40535  0.01
O 1.85664 -1.57697 4.13535  0.04
C 1.06039 -1.11391 3.18099  -0.55
O 1.54917 -0.72269 2.05728  -0.09
N -0.24724 -1.04514 3.44064  0.06
N -1.11876 -0.56653 2.37057  -0.06
H 0.74785 -1.06029 5.87092  0.11
H 2.03468 -2.27699 6.02594  0.12
H 0.50053 -2.74804 5.24922  0.11
H -0.66679 -1.12082 4.37114  0.16
H -1.46940 -1.35533 1.82167  0.09
H -1.91868 -0.02161 2.72638  0.11



Entry 2:
Formula: C20H26N2O3
Source: the Open Molecules 2025 dataset
Level of theory: wB97M-V/def2-TZVPD

Summary:
Multiplicity = 1
Highest occupied orbital energy = -8.25 eV
Relative energy (zero: lowest compared OMol25 entry of this formula, charge and spin) = 1.174 eV
SMILES string = CCCCN(C(=O)c1c(C)[nH]c(C(=O)OCC)c1C)c1ccccc1
Maximum force = 0.0128 Eh/bohr
Calculated total energy = -30286.183 eV
Frontier orbital gap = 8.97 eV

Last column: Löwdin charge in e.
CARTESIAN COORDINATES (ANGSTROEM)
C 0.35987 -3.47471 -2.64302  -0.10
C 0.02836 -4.27327 -1.38705  -0.24
C 1.15549 -4.20798 -0.34724  -0.18
C 0.86183 -3.25002 0.81268  -0.14
N 0.58088 -1.88916 0.37784  0.02
C 1.64349 -1.14144 -0.04440  -0.40
O 2.75833 -1.62495 -0.14306  0.08
C 1.38374 0.28597 -0.33936  -0.08
C 1.79323 0.91666 -1.50862  -0.23
C 2.46355 0.33942 -2.70098  0.00
N 1.43549 2.21054 -1.42262  0.15
C 0.83530 2.45559 -0.21217  -0.12
C 0.39499 3.80543 0.07746  -0.44
O 0.53804 4.73020 -0.69843  0.10
O -0.18863 3.93245 1.27877  -0.01
C -0.64251 5.24186 1.61582  -0.23
C -1.25117 5.19166 3.00449  -0.06
C 0.79332 1.26143 0.49563  -0.14
C 0.28710 1.07339 1.88081  -0.01
C -0.75321 -1.44249 0.33586  -0.24
C -1.59629 -1.63876 1.42797  -0.04
C -2.90914 -1.20751 1.38730  -0.08
C -3.40089 -0.56568 0.26378  -0.09
C -2.56870 -0.36600 -0.82444  -0.06
C -1.25887 -0.80540 -0.79502  -0.02
H -0.49252 -3.45006 -3.31894  0.07
H 0.63051 -2.45397 -2.38811  0.05
H 1.20080 -3.92572 -3.16559  0.08
H -0.89879 -3.89469 -0.94978  0.10
H -0.14880 -5.31220 -1.67230  0.10
H 2.08268 -3.89626 -0.82769  0.10
H 1.32333 -5.19315 0.09175  0.11
H 1.73781 -3.22029 1.46817  0.13
H 0.00277 -3.61689 1.37474  0.11
H 3.18379 1.04409 -3.11177  0.08
H 1.73816 0.10116 -3.48122  0.08
H 2.98128 -0.57245 -2.41560  0.08
H 1.58745 2.93409 -2.10843  0.17
H 0.20627 5.93448 1.57569  0.13
H -1.37721 5.56591 0.86954  0.13
H -1.61166 6.17791 3.28180  0.08
H -2.08055 4.48979 3.02275  0.08
H -0.50740 4.86824 3.72773  0.08
H -0.80151 1.02270 1.88642  0.09
H 0.68225 0.15630 2.31017  0.09
H 0.58123 1.91730 2.49992  0.08
H -1.22039 -2.11210 2.32297  0.12
H -3.54769 -1.36518 2.24408  0.10
H -4.42480 -0.22518 0.23634  0.10
H -2.94383 0.12746 -1.70868  0.11
H -0.62679 -0.65853 -1.65597  0.11



Entry 3:
Formula: C20H26N2O6
Source: the Open Molecules 2025 dataset
Level of theory: wB97M-V/def2-TZVPD

Summary:
Multiplicity = 1
Highest occupied orbital energy = -7.67 eV
Relative energy (zero: lowest compared OMol25 entry of this formula, charge and spin) = 2.386 eV
SMILES string = CCOC(=O)C1CCN(C(=O)c2cc3c(OC)c(OC)c(OC)cc3[nH]2)CC1
Maximum force = 0.0155 Eh/bohr
Calculated total energy = -36426.854 eV
Frontier orbital gap = 8.35 eV

Last column: Löwdin charge in e.
CARTESIAN COORDINATES (ANGSTROEM)
C -7.32952 -0.47795 2.59499  -0.06
C -7.12963 0.46086 1.41436  -0.21
O -5.90390 0.18424 0.73370  -0.02
C -5.91860 -0.78768 -0.18185  -0.48
O -6.89772 -1.42074 -0.47722  0.12
C -4.56010 -0.96458 -0.83830  -0.21
C -3.45587 -1.16345 0.20975  -0.11
C -2.09819 -0.73578 -0.34058  -0.15
N -2.10611 0.68061 -0.63130  -0.03
C -1.03502 1.50317 -0.57512  -0.39
O -1.15991 2.71960 -0.69327  0.05
C 0.31201 0.94475 -0.36735  -0.15
C 0.92694 -0.26981 -0.56390  0.05
C 2.29702 -0.09732 -0.24632  -0.08
C 3.38468 -0.99624 -0.23623  -0.14
O 3.07096 -2.26212 -0.61438  -0.05
C 4.06931 -3.24650 -0.76570  -0.06
C 4.62257 -0.49873 0.15448  -0.14
O 5.73968 -1.33052 0.23018  -0.15
C 6.18294 -1.57906 1.55076  -0.07
C 4.77817 0.87532 0.48144  -0.22
O 6.01300 1.36493 0.85985  -0.11
C 7.00562 1.34655 -0.14989  -0.07
C 3.71639 1.75335 0.48619  0.07
C 2.46899 1.25180 0.13267  -0.19
N 1.25915 1.85218 0.04686  0.14
C -3.39833 1.26851 -0.94049  -0.13
C -4.24576 0.26811 -1.71077  -0.10
H -6.48585 -0.41151 3.27806  0.08
H -7.42021 -1.50246 2.24238  0.08
H -8.23754 -0.20704 3.12552  0.08
H -7.04324 1.49824 1.74420  0.12
H -7.95798 0.36048 0.70578  0.12
H -4.63985 -1.84761 -1.47820  0.15
H -3.67908 -0.56781 1.09520  0.12
H -3.40981 -2.21093 0.50938  0.13
H -1.87334 -1.31250 -1.24757  0.13
H -1.32262 -0.94159 0.40064  0.12
H 0.50008 -1.18144 -0.92471  0.11
H 3.56594 -4.09302 -1.23371  0.09
H 4.88284 -2.90104 -1.40588  0.10
H 4.47815 -3.56104 0.19794  0.09
H 5.41414 -2.10417 2.13024  0.10
H 7.06410 -2.21208 1.45634  0.10
H 6.44728 -0.65438 2.06939  0.09
H 6.71874 1.99694 -0.98343  0.10
H 7.91107 1.73108 0.31658  0.09
H 7.18544 0.33762 -0.52804  0.09
H 3.87231 2.78504 0.75476  0.12
H 1.03652 2.82529 0.18637  0.16
H -3.21127 2.16826 -1.53164  0.13
H -3.91389 1.57030 -0.02178  0.13
H -5.16997 0.74499 -2.03907  0.13
H -3.70100 -0.04690 -2.60201  0.13



Copy entry 3 word for word.
Formula: C20H26N2O6
Source: the Open Molecules 2025 dataset
Level of theory: wB97M-V/def2-TZVPD

Summary:
Multiplicity = 1
Highest occupied orbital energy = -7.67 eV
Relative energy (zero: lowest compared OMol25 entry of this formula, charge and spin) = 2.386 eV
SMILES string = CCOC(=O)C1CCN(C(=O)c2cc3c(OC)c(OC)c(OC)cc3[nH]2)CC1
Maximum force = 0.0155 Eh/bohr
Calculated total energy = -36426.854 eV
Frontier orbital gap = 8.35 eV

Last column: Löwdin charge in e.
CARTESIAN COORDINATES (ANGSTROEM)
C -7.32952 -0.47795 2.59499  -0.06
C -7.12963 0.46086 1.41436  -0.21
O -5.90390 0.18424 0.73370  -0.02
C -5.91860 -0.78768 -0.18185  -0.48
O -6.89772 -1.42074 -0.47722  0.12
C -4.56010 -0.96458 -0.83830  -0.21
C -3.45587 -1.16345 0.20975  -0.11
C -2.09819 -0.73578 -0.34058  -0.15
N -2.10611 0.68061 -0.63130  -0.03
C -1.03502 1.50317 -0.57512  -0.39
O -1.15991 2.71960 -0.69327  0.05
C 0.31201 0.94475 -0.36735  -0.15
C 0.92694 -0.26981 -0.56390  0.05
C 2.29702 -0.09732 -0.24632  -0.08
C 3.38468 -0.99624 -0.23623  -0.14
O 3.07096 -2.26212 -0.61438  -0.05
C 4.06931 -3.24650 -0.76570  -0.06
C 4.62257 -0.49873 0.15448  -0.14
O 5.73968 -1.33052 0.23018  -0.15
C 6.18294 -1.57906 1.55076  -0.07
C 4.77817 0.87532 0.48144  -0.22
O 6.01300 1.36493 0.85985  -0.11
C 7.00562 1.34655 -0.14989  -0.07
C 3.71639 1.75335 0.48619  0.07
C 2.46899 1.25180 0.13267  -0.19
N 1.25915 1.85218 0.04686  0.14
C -3.39833 1.26851 -0.94049  -0.13
C -4.24576 0.26811 -1.71077  -0.10
H -6.48585 -0.41151 3.27806  0.08
H -7.42021 -1.50246 2.24238  0.08
H -8.23754 -0.20704 3.12552  0.08
H -7.04324 1.49824 1.74420  0.12
H -7.95798 0.36048 0.70578  0.12
H -4.63985 -1.84761 -1.47820  0.15
H -3.67908 -0.56781 1.09520  0.12
H -3.40981 -2.21093 0.50938  0.13
H -1.87334 -1.31250 -1.24757  0.13
H -1.32262 -0.94159 0.40064  0.12
H 0.50008 -1.18144 -0.92471  0.11
H 3.56594 -4.09302 -1.23371  0.09
H 4.88284 -2.90104 -1.40588  0.10
H 4.47815 -3.56104 0.19794  0.09
H 5.41414 -2.10417 2.13024  0.10
H 7.06410 -2.21208 1.45634  0.10
H 6.44728 -0.65438 2.06939  0.09
H 6.71874 1.99694 -0.98343  0.10
H 7.91107 1.73108 0.31658  0.09
H 7.18544 0.33762 -0.52804  0.09
H 3.87231 2.78504 0.75476  0.12
H 1.03652 2.82529 0.18637  0.16
H -3.21127 2.16826 -1.53164  0.13
H -3.91389 1.57030 -0.02178  0.13
H -5.16997 0.74499 -2.03907  0.13
H -3.70100 -0.04690 -2.60201  0.13



What did the second record say?
Formula: C20H26N2O3
Source: the Open Molecules 2025 dataset
Level of theory: wB97M-V/def2-TZVPD

Summary:
Multiplicity = 1
Highest occupied orbital energy = -8.25 eV
Relative energy (zero: lowest compared OMol25 entry of this formula, charge and spin) = 1.174 eV
SMILES string = CCCCN(C(=O)c1c(C)[nH]c(C(=O)OCC)c1C)c1ccccc1
Maximum force = 0.0128 Eh/bohr
Calculated total energy = -30286.183 eV
Frontier orbital gap = 8.97 eV

Last column: Löwdin charge in e.
CARTESIAN COORDINATES (ANGSTROEM)
C 0.35987 -3.47471 -2.64302  -0.10
C 0.02836 -4.27327 -1.38705  -0.24
C 1.15549 -4.20798 -0.34724  -0.18
C 0.86183 -3.25002 0.81268  -0.14
N 0.58088 -1.88916 0.37784  0.02
C 1.64349 -1.14144 -0.04440  -0.40
O 2.75833 -1.62495 -0.14306  0.08
C 1.38374 0.28597 -0.33936  -0.08
C 1.79323 0.91666 -1.50862  -0.23
C 2.46355 0.33942 -2.70098  0.00
N 1.43549 2.21054 -1.42262  0.15
C 0.83530 2.45559 -0.21217  -0.12
C 0.39499 3.80543 0.07746  -0.44
O 0.53804 4.73020 -0.69843  0.10
O -0.18863 3.93245 1.27877  -0.01
C -0.64251 5.24186 1.61582  -0.23
C -1.25117 5.19166 3.00449  -0.06
C 0.79332 1.26143 0.49563  -0.14
C 0.28710 1.07339 1.88081  -0.01
C -0.75321 -1.44249 0.33586  -0.24
C -1.59629 -1.63876 1.42797  -0.04
C -2.90914 -1.20751 1.38730  -0.08
C -3.40089 -0.56568 0.26378  -0.09
C -2.56870 -0.36600 -0.82444  -0.06
C -1.25887 -0.80540 -0.79502  -0.02
H -0.49252 -3.45006 -3.31894  0.07
H 0.63051 -2.45397 -2.38811  0.05
H 1.20080 -3.92572 -3.16559  0.08
H -0.89879 -3.89469 -0.94978  0.10
H -0.14880 -5.31220 -1.67230  0.10
H 2.08268 -3.89626 -0.82769  0.10
H 1.32333 -5.19315 0.09175  0.11
H 1.73781 -3.22029 1.46817  0.13
H 0.00277 -3.61689 1.37474  0.11
H 3.18379 1.04409 -3.11177  0.08
H 1.73816 0.10116 -3.48122  0.08
H 2.98128 -0.57245 -2.41560  0.08
H 1.58745 2.93409 -2.10843  0.17
H 0.20627 5.93448 1.57569  0.13
H -1.37721 5.56591 0.86954  0.13
H -1.61166 6.17791 3.28180  0.08
H -2.08055 4.48979 3.02275  0.08
H -0.50740 4.86824 3.72773  0.08
H -0.80151 1.02270 1.88642  0.09
H 0.68225 0.15630 2.31017  0.09
H 0.58123 1.91730 2.49992  0.08
H -1.22039 -2.11210 2.32297  0.12
H -3.54769 -1.36518 2.24408  0.10
H -4.42480 -0.22518 0.23634  0.10
H -2.94383 0.12746 -1.70868  0.11
H -0.62679 -0.65853 -1.65597  0.11